Entry 1:
{
  "formula": "C17H11BCuF12N3",
  "method": "ωB97M-V with the def2-TZVPD basis set",
  "symbols": ["Cu", "C", "N", "C", "C", "N", "C", "C", "F", "C", "F", "C", "F", "C", "F", "C", "F", "C", "C", "N", "C", "C", "F", "C", "F", "C", "F", "C", "F", "C", "F", "H", "H", "H", "H", "H", "H", "H", "H", "H", "H", "H", "F", "B", "F"],
  "positions_angstrom": [[-1.4255, -1.7548, 0.6829], [0.2194, 1.9270, -1.5327], [0.0682, 0.9121, -0.5075], [-1.0998, 1.2080, 0.3088], [-2.4269, 0.8333, -0.3391], [-2.8039, -0.5495, -0.0698], [-3.9916, -0.9684, -0.5176], [-4.5788, -2.1556, 0.0194], [-3.9246, -2.8229, 0.9836], [-5.7988, -2.6587, -0.3551], [-6.2662, -3.7815, 0.2209], [-6.5824, -2.0127, -1.3006], [-7.7794, -2.5149, -1.6833], [-6.0741, -0.8581, -1.8537], [-6.7830, -0.2159, -2.8012], [-4.8390, -0.3572, -1.4822], [-4.4488, 0.7545, -2.1595], [1.2533, 0.8288, 0.3422], [2.6348, 0.8751, -0.3499], [2.7104, 0.1458, -1.5919], [3.8620, 0.0680, -2.2072], [3.9084, -0.6148, -3.4785], [2.7562, -1.1166, -3.9667], [5.0302, -0.7743, -4.2432], [4.9553, -1.4389, -5.4181], [6.2630, -0.2635, -3.8453], [7.3888, -0.4754, -4.5810], [6.2936, 0.4050, -2.6386], [7.4702, 0.9081, -2.2003], [5.1633, 0.5741, -1.8630], [5.3583, 1.2909, -0.7134], [0.4162, 2.9246, -1.0859], [-0.6953, 2.0048, -2.1224], [1.0397, 1.6549, -2.1913], [-1.1159, 2.2961, 0.5323], [-1.0187, 0.6917, 1.2700], [-2.3680, 1.0706, -1.4044], [-3.1926, 1.5053, 0.0808], [1.1544, -0.0723, 0.9522], [1.2510, 1.6945, 1.0422], [3.3393, 0.4947, 0.4039], [2.8995, 1.9372, -0.4836], [-0.0801, -4.3659, 1.1633], [-0.1435, -3.0343, 1.4566], [0.7924, -2.7460, 2.4085]],
  "atomic_forces_ev_per_a": [[-0.2, 0.0, -0.1], [0.0, 0.0, 0.0], [0.0, 0.1, 0.0], [0.0, 0.1, -0.1], [0.0, 0.2, 0.1], [0.2, -0.1, -0.1], [-0.1, 0.0, 0.1], [0.0, 0.0, -0.1], [0.1, 0.0, 0.1], [0.0, 0.1, -0.1], [0.0, -0.1, 0.0], [0.1, 0.0, 0.0], [0.0, 0.0, 0.0], [0.0, -0.1, 0.1], [-0.1, 0.0, -0.1], [0.0, 0.0, 0.0], [0.0, 0.0, 0.0], [0.1, 0.1, 0.0], [-0.2, 0.0, 0.0], [0.0, 0.0, 0.2], [0.0, 0.0, -0.1], [0.0, 0.0, 0.0], [0.0, 0.0, 0.0], [0.0, 0.0, 0.0], [0.0, 0.0, -0.1], [-0.1, 0.0, 0.1], [0.0, 0.0, 0.0], [-0.1, -0.1, -0.1], [0.1, 0.0, 0.0], [0.0, 0.0, 0.0], [-0.1, 0.0, 0.0], [0.0, 0.0, 0.0], [0.0, 0.0, 0.0], [0.0, 0.0, 0.0], [0.0, 0.0, 0.1], [0.0, -0.1, 0.0], [0.0, -0.1, 0.1], [0.0, 0.0, -0.1], [0.0, -0.1, -0.1], [0.0, -0.1, 0.0], [0.0, 0.1, 0.0], [0.0, 0.0, -0.1], [0.1, 0.0, 0.0], [0.0, 0.0, 0.1], [0.0, -0.1, 0.0]],
  "total_charge": -2,
  "gap_ev": 5.66
}



Entry 2:
{
  "formula": "C17H11ClF3N2O4RuS",
  "method": "ωB97M-V with the def2-TZVPD basis set",
  "symbols": ["Ru", "C", "C", "C", "C", "N", "C", "C", "C", "C", "C", "C", "C", "H", "H", "H", "H", "H", "H", "H", "H", "F", "C", "F", "F", "C", "C", "C", "C", "N", "C", "S", "H", "H", "H", "O", "Cl", "O", "O", "O"],
  "positions_angstrom": [[-0.4673, -0.3969, 0.4297], [-3.4724, -2.5023, -1.7767], [-3.5057, -1.8331, -2.9949], [-2.6585, -0.7653, -3.2089], [-1.7818, -0.3826, -2.1999], [-1.7510, -1.0484, -1.0310], [-2.5806, -2.0737, -0.8180], [-0.8390, 0.7284, -2.2199], [-0.6709, 1.6242, -3.2720], [0.2417, 2.6563, -3.1494], [0.9850, 2.7947, -1.9803], [0.8260, 1.9000, -0.9333], [-0.0911, 0.8628, -1.0457], [-4.1270, -3.3360, -1.5699], [-4.1957, -2.1425, -3.7686], [-2.6733, -0.2227, -4.1431], [-2.5143, -2.5461, 0.1536], [-1.2533, 1.5262, -4.1800], [0.3745, 3.3586, -3.9614], [1.6944, 3.6074, -1.8892], [1.4035, 2.0158, -0.0249], [4.6842, -1.6326, 0.5425], [4.1670, -2.1108, 1.6858], [5.1840, -2.2483, 2.5535], [3.6970, -3.3403, 1.4255], [3.0963, -1.2088, 2.2317], [3.2767, -0.5145, 3.4144], [2.2853, 0.3383, 3.8825], [1.1261, 0.4733, 3.1448], [0.9514, -0.2060, 2.0111], [1.9029, -1.0276, 1.5318], [1.3905, -1.6513, -0.0227], [4.1978, -0.6397, 3.9669], [2.4107, 0.8921, 4.8007], [0.3155, 1.1240, 3.4397], [-3.1861, 2.3218, 0.9038], [-2.3396, 1.6325, 1.8118], [-2.3002, 0.1858, 1.3882], [-2.8229, 1.6800, 3.1480], [-0.9798, 2.1076, 1.7238]],
  "atomic_forces_ev_per_a": [[-0.3, -0.2, 0.2], [0.0, 0.0, 0.0], [0.0, 0.0, 0.0], [0.0, 0.0, 0.0], [0.0, 0.0, 0.0], [-0.1, -0.1, 0.0], [0.0, 0.0, -0.1], [0.0, 0.0, 0.0], [0.0, 0.0, 0.0], [0.0, 0.0, 0.0], [0.0, 0.0, 0.0], [0.0, 0.0, 0.0], [0.2, 0.0, 0.2], [0.0, 0.0, 0.0], [0.0, 0.0, 0.0], [0.0, 0.0, 0.0], [0.0, 0.0, 0.0], [0.0, 0.0, 0.0], [0.0, 0.0, 0.0], [0.0, 0.0, 0.0], [0.0, 0.0, 0.0], [0.0, 0.0, 0.0], [0.0, 0.0, 0.0], [0.0, 0.0, 0.0], [0.0, 0.0, 0.0], [0.0, -0.1, -0.1], [0.0, 0.0, 0.1], [0.0, 0.0, 0.0], [0.0, -0.2, 0.0], [0.1, 0.4, -0.3], [0.1, 0.1, 0.1], [0.0, 0.0, 0.0], [0.0, 0.0, 0.0], [0.0, 0.0, 0.0], [0.0, 0.0, 0.0], [0.0, 0.0, 0.0], [0.0, 0.2, 0.0], [0.2, -0.1, -0.1], [0.0, -0.1, 0.0], [-0.1, 0.0, 0.0]],
  "total_charge": 0,
  "gap_ev": [8.06, 7.66],
  "multiplicity": 2,
  "s2": 0.759
}



Entry 3:
{
  "formula": "C17H11ClF7FeNO7S5Sb",
  "method": "ωB97M-V with the def2-TZVPD basis set",
  "symbols": ["Fe", "O", "Cl", "O", "O", "O", "S", "C", "S", "C", "C", "S", "S", "S", "C", "C", "C", "C", "C", "C", "C", "F", "C", "C", "C", "O", "C", "C", "N", "C", "C", "O", "O", "H", "H", "H", "H", "H", "H", "H", "H", "H", "H", "H", "F", "Sb", "F", "F", "F", "F", "F"],
  "positions_angstrom": [[0.7182, 0.3028, 0.4834], [-2.5109, 0.6877, 3.5126], [-2.6891, 0.9698, 2.1029], [-3.9077, 0.3907, 1.6349], [-1.5657, 0.4153, 1.3629], [-2.7028, 2.4085, 1.9163], [4.6793, -5.4884, -1.4053], [3.8232, -4.1356, -1.0391], [2.1151, -4.1318, -0.7912], [1.9136, -2.4422, -0.3995], [3.0908, -1.6703, -0.4373], [3.2243, -0.0331, -0.1307], [4.5326, -2.5754, -0.8541], [0.3607, -1.9276, -0.0182], [-1.4798, 3.3001, 6.6354], [-1.9192, 3.9142, 5.3138], [-2.0518, 5.4227, 5.4560], [-2.4859, 6.0507, 4.1461], [-1.5387, 5.6681, 3.0466], [-1.3598, 6.4769, 1.9494], [-0.5595, 6.0571, 0.8915], [-0.4196, 6.8922, -0.1613], [0.0462, 4.8373, 0.8839], [-0.1011, 4.0147, 2.0082], [0.4324, 2.6598, 1.9640], [0.9160, 2.2290, 0.8815], [0.3560, 1.9163, 3.1553], [-0.3624, 2.4115, 4.2039], [-0.9809, 3.5966, 4.2134], [-0.8631, 4.4333, 3.1040], [0.9304, 0.5406, 3.3202], [1.1694, 0.1313, 4.4429], [1.1506, -0.1436, 2.2397], [-2.1278, 3.6869, 7.4226], [-0.4497, 3.5773, 6.8685], [-1.5650, 2.2159, 6.6500], [-2.8880, 3.4918, 5.0272], [-1.0927, 5.8376, 5.7828], [-2.7828, 5.6268, 6.2402], [-2.5562, 7.1368, 4.2255], [-3.4839, 5.6810, 3.8886], [-1.8637, 7.4332, 1.8845], [0.6058, 4.4774, 0.0321], [-0.4613, 1.7847, 5.0736], [0.3006, 0.7156, -1.1470], [-2.4718, -1.8718, -5.4735], [-1.4025, -0.5278, -6.4190], [-0.8632, -2.9254, -5.1037], [-2.6690, -2.8059, -7.1161], [-3.5671, -3.2451, -4.6012], [-4.0891, -0.8421, -5.9014]],
  "atomic_forces_ev_per_a": [[0.2, 0.1, 0.0], [0.0, 0.0, 0.0], [0.0, 0.2, 0.1], [0.0, 0.0, 0.0], [0.0, -0.1, -0.1], [0.0, -0.1, 0.0], [0.0, 0.0, 0.0], [0.0, 0.0, 0.0], [0.0, 0.0, 0.0], [0.0, 0.0, 0.0], [0.0, 0.1, 0.0], [-0.1, -0.1, 0.0], [0.0, 0.0, 0.0], [-0.1, 0.1, 0.1], [0.0, 0.0, 0.0], [0.0, 0.0, 0.0], [0.0, 0.0, 0.0], [0.0, 0.0, 0.0], [0.0, 0.0, 0.0], [0.0, 0.0, 0.0], [0.0, 0.0, 0.0], [0.0, 0.0, 0.0], [0.0, 0.0, 0.0], [0.0, 0.0, 0.0], [0.0, 0.0, 0.0], [0.0, -0.1, 0.0], [0.0, 0.0, 0.0], [0.0, 0.0, 0.0], [0.0, 0.0, 0.0], [0.0, 0.0, 0.0], [0.0, 0.0, 0.0], [0.0, 0.0, 0.0], [0.0, 0.0, 0.0], [0.0, 0.0, 0.0], [0.0, 0.0, 0.0], [0.0, 0.0, 0.0], [0.0, 0.0, 0.0], [0.0, 0.0, 0.0], [0.0, 0.0, 0.0], [0.0, 0.0, 0.0], [0.0, 0.0, 0.0], [0.0, 0.0, 0.0], [0.0, 0.0, 0.0], [0.0, 0.0, 0.0], [-0.1, 0.0, 0.0], [0.0, 0.0, -0.1], [0.0, 0.0, 0.0], [0.0, 0.0, 0.0], [0.0, 0.0, 0.0], [0.0, 0.0, 0.0], [0.0, 0.0, 0.0]],
  "total_charge": -2,
  "gap_ev": [5.64, 6.89],
  "multiplicity": 6,
  "s2": 8.835
}



Let's list ΔE to the lowest compared entry with this formula, charge and spin in order: 0.0, 10.6, 51.2 kcal per mole.
Let's list electronic energy in order: -100204.834, -63063.895, -160277.242 eV.